{
  "formula": "C24H82N4O17",
  "method": "wB97M-V/def2-TZVPD",
  "e_above_lowest_kj_mol": 397.2,
  "gap_ev": 8.26,
  "total_energy_ha": -2461.2858,
  "lumo_energy_ev": 0.108,
  "symbols": ["C", "C", "O", "H", "H", "H", "H", "H", "H", "C", "C", "O", "H", "H", "H", "H", "H", "H", "C", "C", "O", "H", "H", "H", "H", "H", "H", "C", "C", "O", "H", "H", "H", "H", "H", "H", "C", "C", "O", "H", "H", "H", "H", "H", "H", "C", "C", "O", "H", "H", "H", "H", "H", "H", "C", "C", "O", "H", "H", "H", "H", "H", "H", "C", "O", "N", "N", "H", "H", "H", "H", "C", "O", "N", "N", "H", "H", "H", "H", "C", "O", "H", "H", "H", "H", "C", "O", "H", "H", "H", "H", "C", "O", "H", "H", "H", "H", "C", "O", "H", "H", "H", "H", "C", "O", "H", "H", "H", "H", "C", "O", "H", "H", "H", "H", "C", "O", "H", "H", "H", "H", "C", "O", "H", "H", "H", "H"],
  "coordinates": [[-1.24887, 3.57472, -4.34863], [0.14513, 3.19672, -3.85863], [1.11113, 3.82272, -4.63263], [-1.88687, 2.81672, -3.94263], [-1.26287, 3.52072, -5.38363], [-1.53187, 4.52672, -4.19463], [0.30513, 2.11372, -3.95663], [0.30613, 3.38372, -2.78563], [1.90013, 3.84572, -4.11863], [-0.61487, -2.93728, 2.06337], [-0.40887, -4.23128, 2.73337], [0.40513, -5.08928, 1.87037], [-0.30287, -2.20328, 2.81837], [-1.61387, -2.79128, 1.85537], [-0.05687, -2.88428, 1.14337], [-1.43887, -4.58328, 2.96537], [0.08413, -4.15028, 3.66637], [1.15113, -4.56428, 1.51937], [3.73513, 4.09372, -2.14063], [3.07413, 3.27072, -1.11963], [3.08713, 3.94272, 0.07237], [4.85313, 4.16472, -2.00363], [3.31213, 5.11072, -2.13063], [3.51313, 3.57672, -3.03263], [3.47313, 2.32872, -0.77763], [2.00513, 3.13772, -1.43363], [2.43213, 3.52172, 0.66837], [-1.75287, 3.73972, -0.06163], [-2.80387, 3.95772, -1.07963], [-2.34487, 5.02272, -1.87963], [-1.65487, 4.42272, 0.81137], [-0.79687, 3.61072, -0.44963], [-2.00587, 2.79072, 0.31937], [-3.85387, 4.05272, -0.61563], [-2.79787, 3.11272, -1.83463], [-2.91087, 4.99672, -2.60563], [-0.76687, -2.83628, -2.11163], [-1.15587, -4.11728, -2.95763], [-1.00187, -3.99728, -4.30563], [-1.07687, -1.81628, -2.49763], [0.25913, -2.72128, -2.34863], [-0.99587, -2.89628, -1.09763], [-2.15487, -4.31828, -2.65363], [-0.66087, -4.87128, -2.40263], [-0.17387, -4.17528, -4.58363], [4.80613, 0.92972, 1.00837], [3.53913, 0.17072, 1.09537], [3.74813, -1.20828, 0.79837], [4.78013, 1.97672, 1.34237], [5.26213, 0.84272, -0.00663], [5.46513, 0.55072, 1.79637], [2.63613, 0.56272, 0.53637], [3.25113, 0.41972, 2.06837], [3.69413, -1.17628, -0.18963], [0.13513, 0.71672, -0.98463], [-0.20587, -0.31128, 0.18537], [-0.69187, 0.45672, 1.26137], [0.82913, 1.46872, -0.72863], [-0.82087, 1.26572, -1.05163], [0.47713, 0.21272, -1.91163], [0.69613, -0.79428, 0.52237], [-0.91387, -1.04128, -0.13763], [-0.20687, 1.29972, 1.20837], [0.29913, -0.22128, 5.50037], [0.22613, 0.34472, 6.76337], [0.95613, -1.30228, 5.29637], [-0.24587, 0.16972, 4.45137], [1.51613, -1.51828, 6.12037], [1.36213, -1.55728, 4.37837], [-0.75887, 1.11772, 4.55837], [0.02313, -0.05628, 3.51637], [-4.40687, -2.26928, 0.16037], [-3.12587, -2.65028, -0.21263], [-5.11487, -1.27528, -0.37063], [-5.04187, -2.88028, 1.07337], [-4.69887, -0.68828, -1.05163], [-5.89987, -0.93928, 0.16337], [-4.63487, -3.81528, 1.41637], [-5.83287, -2.49628, 1.64337], [-3.44187, -0.77628, 3.09237], [-4.86487, -0.66128, 3.01637], [-3.03687, -1.41128, 2.34837], [-3.22587, -1.31928, 4.03537], [-2.98487, 0.18572, 2.91237], [-5.21987, -1.41728, 3.51737], [0.59313, -0.49928, -4.92363], [-0.57087, 0.19372, -5.36863], [1.02713, -0.15928, -3.99163], [1.41613, -0.62428, -5.53463], [0.50913, -1.56828, -4.74263], [-1.26887, -0.37328, -5.56463], [1.30613, 2.59572, 2.63537], [0.99013, 2.94572, 1.30137], [2.31613, 2.92672, 2.96137], [1.25613, 1.45172, 2.76337], [0.50513, 2.93972, 3.28637], [0.60013, 3.73872, 1.51137], [1.87813, -3.69428, -0.44863], [2.58613, -4.01328, 0.70537], [1.56413, -2.67228, -0.59763], [0.98613, -4.30028, -0.59363], [2.58513, -3.77828, -1.23163], [3.46513, -4.31528, 0.47037], [-2.30087, 3.38272, 3.46237], [-2.04787, 2.21472, 4.29937], [-1.76987, 4.20772, 3.89537], [-3.33987, 3.66672, 3.51537], [-2.06287, 3.28272, 2.42137], [-2.96887, 2.06272, 4.60337], [-2.91887, 0.24072, -2.42463], [-4.01987, -0.51828, -2.73463], [-3.14287, 1.22472, -2.82863], [-2.01787, -0.07528, -2.89963], [-2.85887, 0.22572, -1.33263], [-4.67187, 0.07272, -3.16263], [3.05913, -3.13828, 3.54337], [2.27313, -2.07128, 3.08537], [2.79313, -4.12328, 3.07937], [3.08213, -3.07928, 4.59937], [4.13213, -2.91928, 3.23537], [2.51913, -1.99928, 2.18637], [3.35713, -1.72828, -3.12863], [3.02213, -0.88728, -1.98763], [4.39213, -1.67828, -3.43563], [2.75113, -1.63228, -3.96663], [3.24713, -2.80728, -2.83363], [3.54213, -0.09328, -2.13263]],
  "forces_ev_per_a": [[2.0, -3.0, 0.7], [-0.6, -0.9, 0.5], [0.1, 0.9, -1.0], [-0.9, -0.1, 0.2], [0.1, -0.8, -2.2], [-0.9, 3.3, 1.4], [-0.5, 0.0, 0.0], [-0.3, 0.4, -0.1], [1.0, 0.2, 0.3], [1.5, 1.3, 1.3], [0.1, -1.6, -1.2], [-1.1, -0.2, 0.7], [0.0, 0.5, -0.8], [-2.1, 0.4, -0.8], [0.3, 0.3, -0.1], [0.9, -1.0, -0.4], [0.6, 0.2, 1.1], [-0.5, -0.4, 0.7], [1.9, 0.5, 0.3], [-1.9, -0.4, 0.9], [-0.2, 1.8, 2.4], [-1.1, -0.1, -0.2], [0.1, -0.4, -0.1], [0.2, -0.2, -1.7], [0.6, -1.1, -1.5], [0.6, -0.3, 0.0], [0.5, 0.3, -0.5], [-0.9, 0.0, 1.8], [-0.3, -0.4, -1.0], [0.3, 1.1, 1.8], [-0.6, 0.1, -0.9], [1.6, 0.0, -1.2], [-0.1, -1.4, 1.1], [1.4, 0.2, -0.7], [-0.3, 0.1, 1.4], [-1.2, 0.5, -2.2], [-0.1, 1.0, -3.7], [-0.8, 2.5, 3.4], [-4.1, 0.8, -0.1], [-0.7, -1.4, 0.2], [1.7, 0.0, 0.5], [-0.3, -0.4, 1.6], [-1.3, -0.1, -0.7], [1.3, -1.4, -0.3], [4.3, -1.0, -1.2], [1.6, 0.8, -0.6], [-1.2, 0.8, -1.0], [-0.4, 0.7, -0.7], [-0.6, 0.0, -0.7], [0.1, 0.2, 0.8], [0.3, -0.6, -0.5], [1.1, -0.2, -0.2], [-0.8, -1.0, 2.1], [-0.1, -0.7, 0.8], [-1.8, -1.9, 0.3], [1.7, 2.0, -1.3], [-0.4, 0.6, 0.6], [1.2, 0.5, 0.6], [0.3, -0.3, -0.8], [-0.5, 0.4, 0.5], [0.5, -0.6, -0.1], [-0.7, -0.3, 0.0], [-0.4, -0.3, 0.1], [0.9, 2.1, 9.1], [-0.1, -2.2, -5.7], [3.8, -4.3, 1.5], [-5.1, 6.9, -3.8], [-0.1, -0.3, -0.5], [-0.6, 0.4, 0.8], [1.0, -2.3, -0.6], [0.0, -0.6, -0.3], [7.1, 0.1, -3.9], [-6.1, 1.9, 1.4], [-0.2, 0.7, 0.1], [-1.9, -5.4, 5.6], [0.3, 0.3, -0.7], [0.1, 0.1, -0.2], [-0.8, 2.4, -0.7], [1.3, -0.5, -1.3], [-0.4, -0.8, 1.0], [-0.6, -0.3, 0.1], [0.1, -0.7, -1.2], [0.5, 1.1, -0.2], [0.1, 0.3, 0.6], [0.2, 0.7, -0.3], [-1.1, -1.3, 1.5], [2.9, 1.4, 0.7], [-0.5, 0.8, 0.3], [1.6, 1.2, -2.5], [-1.4, -0.4, 0.4], [-1.5, -1.8, -0.4], [0.6, -3.0, 1.6], [1.0, -2.4, 0.0], [-0.7, 0.0, -0.2], [0.4, 1.7, -0.4], [0.3, 0.3, 0.3], [-1.8, 3.3, -0.6], [-0.1, 0.2, -1.3], [0.1, 0.3, 1.2], [-0.1, 0.7, 1.0], [0.2, -0.3, 0.0], [0.3, -0.7, -1.4], [-0.1, 0.0, 0.1], [0.1, -0.1, 1.0], [-2.2, 1.3, -0.9], [0.5, 0.6, 0.1], [-0.5, 0.0, 0.0], [0.4, -0.6, -0.3], [1.2, -0.7, 0.3], [0.0, 1.6, 0.6], [-2.3, -0.8, -1.6], [0.6, 0.6, 0.5], [0.6, -0.5, -0.2], [0.7, 0.4, 0.0], [0.5, -0.9, 0.2], [2.2, -0.3, -1.4], [-0.5, -0.3, 0.8], [-0.1, 0.8, 0.9], [-0.3, -0.6, 1.2], [-1.0, -0.4, 0.3], [0.2, 0.5, -2.0], [0.8, -2.1, 2.2], [0.5, -0.6, -1.2], [0.4, 0.6, 0.1], [-1.3, 0.8, -1.4], [-0.1, 1.1, 0.0], [-0.1, 0.4, 0.1]],
  "mulliken_charge": [-1.156, 1.351, -0.659, -0.005, 0.527, 0.382, -0.492, -0.245, 0.220, 1.940, -1.013, -0.691, -0.539, -0.472, -0.548, 0.417, 0.280, 0.305, -1.684, 2.322, -0.757, 0.372, 0.362, 0.434, -0.541, -0.993, 0.547, -0.560, 0.550, -0.604, 0.622, -0.055, -0.047, 0.332, -0.504, 0.335, 0.919, -1.244, -0.547, 0.027, -0.210, 0.007, 0.430, 0.467, 0.312, -1.556, 1.053, -0.562, 0.337, 0.228, 0.472, -0.489, 0.294, 0.383, 0.762, 1.514, 0.801, 0.356, -0.341, -1.081, -1.261, 0.552, -0.766, 0.390, -0.828, -0.212, 0.339, 0.294, 0.551, 0.187, -0.390, 0.207, -0.489, -0.292, -0.285, 0.187, 0.161, 0.295, 0.181, 0.753, -0.607, -0.460, 0.507, -0.431, 0.352, -0.732, -0.525, 0.028, 0.561, 0.251, 0.331, -0.045, -0.402, 0.318, -0.459, 0.211, 0.230, -1.008, -0.465, -0.196, 0.581, 0.716, 0.306, -0.581, -0.548, 0.319, 0.509, -0.106, 0.298, 0.557, -0.583, 0.506, -0.668, -0.348, 0.369, -0.879, -0.553, 0.159, 0.503, 0.220, 0.082, -0.550, -0.225, 0.425, 0.101, 0.146, 0.141]
}